[1]
Molecular formula: C21H55N3O8P2
Method: DFT, ωB97M-V/def2-TZVPD

Geometry (Å):
P (2.594, -0.539, 6.872)
P (-1.661, -2.152, 6.365)
O (2.444, 0.577, 0.579)
O (-4.399, 5.163, -7.736)
O (-3.591, -3.498, 1.358)
O (6.566, 0.249, 5.112)
O (-3.091, 0.119, -6.396)
O (-0.396, 1.967, -3.560)
O (-2.881, -0.925, 6.606)
O (0.929, -2.445, -4.171)
N (1.661, -4.355, 6.195)
N (0.415, -1.798, 3.156)
N (-2.269, -3.206, 5.095)
C (-5.868, 7.004, -7.226)
C (2.024, -0.129, -0.583)
C (1.078, 0.807, -5.071)
C (0.510, -3.153, -5.331)
C (-4.731, -1.401, 1.678)
C (-0.314, 1.361, -4.845)
C (7.940, 1.481, 3.561)
C (1.087, -1.691, 6.866)
C (-4.436, 2.080, -6.773)
C (-0.886, -2.719, -5.733)
C (1.404, -3.230, 6.573)
C (0.330, -1.419, 4.309)
C (4.859, -2.361, 6.302)
C (3.965, -1.169, 5.685)
C (3.297, -0.598, 8.663)
C (0.628, 0.307, -0.980)
C (-0.090, -1.225, 5.837)
C (-3.202, 1.301, -7.180)
C (7.433, 1.371, 4.985)
C (-4.812, -2.910, 1.790)
C (-5.244, 5.714, -6.733)
H (0.540, -4.227, -5.118)
H (2.536, -0.226, 9.436)
H (-2.439, -4.154, 5.489)
H (-1.219, -3.253, -6.627)
H (-3.247, 1.020, -8.237)
H (-1.587, -3.360, 4.333)
H (4.253, 0.052, 8.765)
H (4.662, -0.250, 5.536)
H (-2.886, -3.155, 1.926)
H (5.867, -2.374, 5.727)
H (-0.566, 2.110, -5.603)
H (-0.224, -0.081, 5.994)
H (8.264, 1.254, 5.688)
H (-0.082, 0.116, -0.170)
H (3.521, -1.706, 8.930)
H (0.258, 2.679, -3.531)
H (-1.056, 0.561, -4.891)
H (-2.303, 1.899, -7.020)
H (1.828, 1.603, -5.004)
H (-0.912, -1.645, -5.933)
H (-1.598, -2.910, -4.924)
H (-4.650, 5.888, -5.830)
H (-2.849, -0.758, 7.586)
H (0.604, 1.382, -1.178)
H (2.054, -1.203, -0.371)
H (-5.665, -0.935, 2.001)
H (8.603, 2.342, 3.448)
H (0.619, -1.628, 7.926)
H (-3.913, -1.011, 2.290)
H (6.871, 2.266, 5.262)
H (2.734, 0.084, -1.385)
H (1.814, 0.375, 1.285)
H (-5.338, 1.476, -6.911)
H (0.300, -2.645, -3.464)
H (0.294, -0.223, -1.875)
H (-4.390, 2.347, -5.713)
H (-5.096, 7.736, -7.480)
H (-4.532, 2.995, -7.363)
H (1.327, 0.070, -4.303)
H (-5.616, -3.298, 1.161)
H (7.072, -0.540, 4.875)
H (7.104, 1.585, 2.864)
H (-5.004, -3.216, 2.823)
H (-6.450, 6.826, -8.135)
H (4.383, -3.390, 6.126)
H (-3.887, -0.408, -6.549)
H (3.537, -1.537, 4.683)
H (1.155, 0.333, -6.053)
H (1.221, -2.941, -6.132)
H (-4.527, -1.103, 0.646)
H (5.117, -2.250, 7.411)
H (-3.712, 5.815, -7.930)
H (-6.525, 7.436, -6.466)
H (8.484, 0.577, 3.273)
H (-6.018, 4.979, -6.501)

## Properties
M in u: 539.632
SMILES: CCP(C)[C@H](C#N)[C@@H](C#N)P(N)O.CCO.CCO.CCO.CCO.CCO.CCO.CCO
HOMO-LUMO gap in eV: 9.0
E_HOMO in eV: -8.568

Results of the Löwdin charge analysis, in e, for atoms 1 through 2:
1. P 0.913
2. P 0.880

[2]
Molecular formula: C33H61F5N3O4
Method: DFT, ωB97M-V/def2-TZVPD

Geometry (Å):
F (-2.300, 0.489, -5.487)
F (-2.335, 1.782, -3.745)
F (0.111, 0.052, 0.176)
F (-0.442, 1.169, -4.594)
F (0.130, -2.095, 0.568)
O (3.912, -3.685, 1.481)
O (-5.165, 1.840, 1.673)
O (7.378, -2.610, 2.030)
O (-4.789, 6.206, -3.826)
N (-2.356, -3.060, 1.856)
N (-1.203, -1.222, 2.607)
N (-0.671, -3.368, 3.475)
C (9.136, -3.554, 0.659)
C (4.992, -1.192, -1.171)
C (-1.689, -0.441, -3.395)
C (2.743, 1.883, -0.173)
C (2.577, -3.972, 1.823)
C (-1.686, -2.530, -1.616)
C (-1.388, -2.599, 2.693)
C (-1.765, -0.832, 1.282)
C (8.736, -4.360, 3.009)
C (8.691, -3.171, 2.062)
C (-1.185, -0.239, -2.116)
C (-1.686, 0.748, -4.328)
C (4.072, -2.407, 0.876)
C (-6.448, 1.210, 1.561)
C (3.897, 0.860, -0.098)
C (-2.170, -2.723, -2.893)
C (-4.771, 5.028, -4.632)
C (-2.373, 0.592, 1.196)
C (-1.204, -1.287, -1.214)
C (-0.604, 1.723, 2.785)
C (-7.192, 1.287, 2.884)
C (0.003, 3.074, 2.350)
C (-5.586, 5.237, -5.898)
C (-3.340, 4.619, -4.944)
C (-0.686, -1.050, 0.188)
C (-2.085, 1.526, 2.389)
C (-7.246, 1.835, 0.429)
C (-2.913, -1.841, 1.205)
C (3.814, -0.189, -1.206)
C (0.854, 3.009, 1.079)
C (2.083, 2.118, 1.188)
C (-2.178, -1.665, -3.796)
C (4.664, -2.537, -0.516)
H (2.820, 2.549, 1.872)
H (4.023, -3.148, -1.160)
H (0.007, 0.909, 2.403)
H (-5.242, 4.256, -4.021)
H (9.335, -2.378, 2.444)
H (-2.559, -1.816, -4.797)
H (0.651, 3.421, 3.159)
H (-1.663, -3.353, -0.911)
H (-3.412, -2.005, 0.256)
H (1.994, 1.476, -0.860)
H (-2.835, 5.401, -5.519)
H (-8.210, 1.341, 0.305)
H (1.200, 4.026, 0.867)
H (-7.371, 2.329, 3.158)
H (-8.154, 0.778, 2.826)
H (5.386, -1.370, -2.171)
H (2.560, -4.981, 2.235)
H (2.202, -3.251, 2.560)
H (5.804, -0.729, -0.601)
H (3.115, -1.876, 0.822)
H (-6.236, 0.164, 1.322)
H (4.745, -1.799, 1.490)
H (-0.536, 1.650, 3.874)
H (-5.152, 6.040, -6.500)
H (8.059, -5.146, 2.662)
H (9.099, -2.688, -0.003)
H (2.883, -0.760, -1.100)
H (10.152, -3.949, 0.658)
H (3.919, 0.385, 0.883)
H (3.786, 0.305, -2.178)
H (1.937, -3.948, 0.932)
H (5.603, -3.091, -0.418)
H (-0.556, -4.346, 3.250)
H (-1.995, -3.790, 1.242)
H (-0.797, 0.734, -1.852)
H (-0.169, -3.014, 4.275)
H (-2.707, 1.235, 3.241)
H (3.086, 2.828, -0.599)
H (-0.797, 3.810, 2.250)
H (4.843, 1.389, -0.238)
H (1.836, 1.129, 1.582)
H (-4.382, 6.917, -4.333)
H (8.470, -4.318, 0.246)
H (-3.310, 3.695, -5.523)
H (-6.608, 5.525, -5.652)
H (-5.316, 2.769, 1.881)
H (-2.775, 4.471, -4.024)
H (-1.678, -0.752, 3.380)
H (-2.471, 2.503, 2.094)
H (-6.606, 0.832, 3.684)
H (6.779, -3.290, 1.698)
H (-5.615, 4.332, -6.506)
H (-2.076, 1.102, 0.282)
H (-7.426, 2.893, 0.632)
H (-6.697, 1.768, -0.512)
H (8.416, -4.065, 4.008)
H (9.742, -4.777, 3.073)
H (0.252, 2.719, 0.211)
H (-3.688, -1.498, 1.894)
H (-3.454, 0.496, 1.138)
H (-2.546, -3.695, -3.184)

## Properties
M in u: 658.858
Energy relative to the best compared isomer or geometry (same formula, charge and spin) in kJ/mol: 0.0
HOMO-LUMO gap in eV: 8.1
E_HOMO in eV: -11.562
Charge: +1

Results of the Löwdin charge analysis, in e, for atoms 1 through 2:
1. F 0.153
2. F 0.132

[3]
Molecular formula: C2H12O3S2
Method: DFT, ωB97M-V/def2-TZVPD

Geometry (Å):
S (-0.295, 2.885, -0.598)
S (-1.107, 2.502, 1.318)
O (-2.180, -2.560, -0.687)
O (1.757, -3.363, -0.596)
O (3.797, 0.173, 1.003)
C (0.745, 1.433, -0.829)
C (-2.766, 2.126, 0.648)
H (4.503, -0.376, 0.549)
H (-3.474, 1.936, 1.463)
H (0.275, 0.549, -0.258)
H (-1.542, -2.589, -0.063)
H (-2.789, -1.817, -0.659)
H (3.407, -0.516, 1.584)
H (-3.259, 3.061, 0.116)
H (0.951, 1.178, -1.812)
H (1.723, 1.653, -0.442)
H (1.479, -4.208, -0.970)
H (-2.635, 1.264, -0.058)
H (1.410, -3.330, 0.291)

## Properties
M in u: 148.249
SMILES: CSSC.O.O.O
Energy relative to the best compared isomer or geometry (same formula, charge and spin) in kJ/mol: 150.5
HOMO-LUMO gap in eV: 8.8
E_HOMO in eV: -8.579

Results of the Löwdin charge analysis, in e, for atoms 1 through 2:
1. S 0.445
2. S 0.414

[4]
Molecular formula: C3H8N3S
Method: DFT, ωB97M-V/def2-TZVPD

Geometry (Å):
S (-0.649, 1.842, 1.171)
N (1.741, -1.094, 0.611)
N (-1.358, 0.857, -1.028)
N (0.669, -0.340, 0.324)
C (-1.290, -0.543, -0.896)
C (0.664, 0.948, 0.528)
C (-0.344, -1.059, -0.162)
H (-0.914, 0.690, 1.923)
H (-2.036, -1.249, -1.310)
H (2.232, -1.403, -0.248)
H (2.483, -0.482, 0.975)
H (-2.077, 1.271, -1.624)
H (-0.458, 1.297, -1.149)
H (1.621, 1.380, 0.880)
H (-0.283, -2.116, 0.006)

## Properties
M in u: 118.185
Energy relative to the best compared isomer or geometry (same formula, charge and spin) in kJ/mol: 309.1
HOMO-LUMO gap in eV: 8.5
E_HOMO in eV: -13.455
Charge: +1

Results of the Löwdin charge analysis, in e, for atoms 1 through 2:
1. S 0.950
2. N 0.142

[5]
Molecular formula: C16H29NO12P
Method: DFT, ωB97M-V/def2-TZVPD

Geometry (Å):
P (3.054, -1.967, -2.909)
O (-3.330, 1.749, 1.062)
O (2.306, 0.908, 5.541)
O (-0.862, -1.732, -4.198)
O (-0.147, -1.035, 1.320)
O (4.254, -2.841, -3.540)
O (2.351, 2.553, 4.048)
O (1.806, 3.010, 6.189)
O (2.376, -3.121, -2.056)
O (-1.855, 1.759, -0.631)
O (1.818, -1.528, 0.324)
O (-2.440, 3.670, 0.410)
O (-0.100, -2.382, -0.433)
N (1.960, -2.160, -4.507)
C (-3.115, 5.217, 2.159)
C (2.125, 2.239, 5.346)
C (2.418, 0.284, 4.260)
C (0.629, -1.627, 0.429)
C (2.519, 1.375, 1.944)
C (-1.535, -1.159, 0.881)
C (1.273, -0.857, -4.798)
C (-0.369, -3.029, -3.939)
C (-3.696, 2.715, 2.064)
C (1.007, -3.322, -4.541)
C (-1.460, -2.437, 0.061)
C (2.936, 1.413, 3.388)
C (-3.508, 4.029, 1.327)
C (-2.457, -1.136, 2.063)
C (-2.480, 2.352, 0.198)
C (0.083, -0.742, -3.876)
H (-3.000, 2.625, 2.902)
H (-3.969, 5.553, 2.747)
H (3.043, 0.578, 1.418)
H (-0.355, -3.228, -2.861)
H (-4.712, 2.522, 2.397)
H (1.716, -2.742, -1.440)
H (-3.488, -1.060, 1.720)
H (-0.397, 0.227, -3.980)
H (3.079, -0.575, 4.330)
H (-1.721, -0.306, 0.226)
H (-1.563, -3.334, 0.674)
H (1.447, 1.192, 1.865)
H (-4.386, 4.244, 0.714)
H (-2.799, 6.037, 1.516)
H (2.640, -2.339, -5.244)
H (1.474, -4.124, -3.972)
H (-2.238, -0.259, 2.668)
H (2.743, 2.324, 1.459)
H (0.945, -0.874, -5.836)
H (-1.075, -3.714, -4.402)
H (0.405, -0.843, -2.828)
H (5.084, -2.352, -3.614)
H (4.022, 1.498, 3.492)
H (-2.295, 4.970, 2.834)
H (-2.145, -2.466, -0.780)
H (-2.349, -2.023, 2.690)
H (1.985, -0.049, -4.641)
H (0.926, -3.643, -5.577)
H (1.423, -0.036, 3.936)

## Properties
M in u: 458.377
HOMO-LUMO gap in eV: 9.8
E_HOMO in eV: -12.397
Charge: +1

Results of the Löwdin charge analysis, in e, for atoms 1 through 2:
1. P 0.945
2. O 0.040

[6]
Molecular formula: C4H11NOS
Method: DFT, ωB97M-V/def2-TZVPD

Geometry (Å):
S (-0.658, -0.669, 0.241)
O (-0.795, -1.798, -0.685)
N (-0.420, 0.786, -0.233)
C (-2.016, -0.809, 1.382)
C (1.381, 0.996, -1.797)
C (-0.066, 1.002, -1.671)
C (0.657, -1.024, 1.479)
H (1.849, 0.003, -1.822)
H (-0.370, 0.122, -2.199)
H (-0.668, 1.834, -1.991)
H (1.509, -0.279, 1.607)
H (-1.988, -1.844, 1.753)
H (2.047, 1.743, -1.150)
H (-2.168, -0.341, 2.417)
H (-2.932, -0.671, 0.802)
H (0.274, -1.222, 2.417)
H (1.735, 1.179, -2.909)
H (1.127, -1.959, 1.109)

## Properties
M in u: 121.205
SMILES: CCN=S(C)(C)=O
Energy relative to the best compared isomer or geometry (same formula, charge and spin) in kJ/mol: 394.5
HOMO-LUMO gap in eV: 9.4
E_HOMO in eV: -8.696

Results of the Löwdin charge analysis, in e, for atoms 1 through 2:
1. S 0.671
2. O -0.360

[7]
Molecular formula: C5H12N3
Method: DFT, ωB97M-V/def2-TZVPD

Geometry (Å):
N (2.467, -1.169, 0.127)
N (2.925, -1.836, -0.567)
N (2.705, 1.526, 0.208)
C (-0.432, -0.427, 0.042)
C (1.736, 0.691, 0.481)
C (-2.939, -0.629, 0.447)
C (0.686, 0.497, -0.482)
C (-1.826, -0.322, -0.573)
H (-3.956, -0.320, 0.095)
H (-0.303, -0.181, 1.139)
H (-0.017, -1.378, -0.072)
H (0.135, 1.411, -0.492)
H (-1.775, -0.947, -1.385)
H (-2.003, 0.623, -0.990)
H (0.727, 0.196, -1.627)
H (3.343, 1.795, 0.871)
H (1.694, 0.370, 1.504)
H (2.813, 1.868, -0.698)
H (-2.815, -0.085, 1.364)
H (-3.164, -1.683, 0.609)

## Properties
M in u: 114.172
Energy relative to the best compared isomer or geometry (same formula, charge and spin) in kJ/mol: 219.2
HOMO-LUMO gap in eV: 10.2
E_HOMO in eV: -14.873
Charge: +1

Results of the Löwdin charge analysis, in e, for atoms 1 through 2:
1. N 0.083
2. N 0.223

[8]
Molecular formula: C2H6N3O
Method: DFT, ωB97M-V/def2-TZVPD

Geometry (Å):
O (-1.071, -0.911, 0.074)
N (-0.922, 0.975, -1.059)
N (1.353, 0.356, 0.117)
N (-1.846, 1.125, -0.255)
C (-2.039, 0.099, 0.631)
C (-0.367, -0.291, -0.874)
H (1.988, 0.780, -0.578)
H (0.323, -0.884, -1.416)
H (-3.043, -0.425, 0.550)
H (1.542, -0.660, 0.285)
H (1.276, 0.794, 1.022)
H (-1.601, 0.235, 1.630)

## Properties
M in u: 88.090
Energy relative to the best compared isomer or geometry (same formula, charge and spin) in kJ/mol: 407.8
HOMO-LUMO gap in eV: 9.7
E_HOMO in eV: -15.655
Charge: +1

Results of the Löwdin charge analysis, in e, for atoms 1 through 2:
1. O 0.003
2. N 0.108

[9]
Molecular formula: C8H10F6O4
Method: DFT, ωB97M-V/def2-TZVPD

Geometry (Å):
F (-8.829, 12.016, 8.756)
F (-11.937, 6.331, 2.537)
F (-12.088, 4.975, 4.199)
F (-12.697, 4.301, 2.154)
F (-8.374, 10.008, 8.971)
F (-9.222, 10.525, 7.066)
O (-10.063, 3.536, 1.772)
O (-9.374, 5.334, 2.982)
O (-6.132, 11.717, 8.319)
O (-6.746, 10.668, 6.316)
C (-8.455, 1.688, 1.189)
C (-10.325, 4.677, 2.570)
C (-5.196, 10.333, 4.420)
C (-6.970, 11.217, 7.575)
C (-8.678, 3.079, 1.722)
C (-5.505, 10.913, 5.768)
C (-8.445, 11.012, 8.027)
C (-11.796, 5.023, 2.870)
H (-5.412, 11.998, 5.705)
H (-8.264, 3.123, 2.729)
H (-5.821, 10.876, 3.710)
H (-9.065, 0.988, 1.761)
H (-4.151, 10.577, 4.227)
H (-5.534, 9.297, 4.410)
H (-8.835, 1.570, 0.174)
H (-4.715, 10.564, 6.433)
H (-7.444, 1.309, 1.342)
H (-8.167, 3.741, 1.024)

## Properties
M in u: 284.152
SMILES: CCOC(=O)C(F)(F)F.CCOC(=O)C(F)(F)F
Energy relative to the best compared isomer or geometry (same formula, charge and spin) in kJ/mol: 146.4
HOMO-LUMO gap in eV: 11.9
E_HOMO in eV: -11.350

Results of the Löwdin charge analysis, in e, for atoms 1 through 2:
1. F 0.207
2. F 0.142

[10]
Molecular formula: C20H29O6Sr
Method: DFT, ωB97M-V/def2-TZVPD

Geometry (Å):
Sr (0.764, -0.169, 0.370)
O (0.421, -0.384, 2.942)
O (-0.413, 1.760, 1.601)
O (3.255, 0.627, 0.794)
O (2.129, 0.361, -1.791)
O (2.183, -2.064, 1.369)
O (0.029, 1.937, -0.999)
C (-1.232, 2.675, 0.862)
C (-6.014, -0.920, -2.318)
C (1.238, -1.372, 3.558)
C (-3.685, -1.483, -1.988)
C (3.918, 1.135, -0.373)
C (1.616, 1.397, -2.642)
C (-0.668, 1.725, 2.998)
C (-1.401, -1.131, -0.665)
C (3.936, -0.307, 1.629)
C (-4.983, -2.592, -3.697)
C (-4.817, -0.739, -1.644)
C (3.578, -1.771, 1.391)
C (0.142, 1.547, -2.368)
C (0.421, 0.879, 3.615)
C (-2.445, -1.291, -1.285)
C (-1.309, 2.214, -0.573)
C (3.543, 0.360, -1.621)
C (-3.785, -2.413, -3.026)
C (-6.101, -1.847, -3.347)
C (1.529, -2.483, 2.574)
H (5.000, 1.148, -0.217)
H (5.020, -0.216, 1.511)
H (-5.047, -3.319, -4.496)
H (-6.884, -0.341, -2.037)
H (3.954, -2.099, 0.420)
H (-0.788, 3.671, 0.941)
H (-2.912, -2.995, -3.291)
H (4.084, -2.367, 2.157)
H (-1.743, 3.013, -1.184)
H (0.720, -1.800, 4.422)
H (-1.910, 1.307, -0.672)
H (-0.403, 0.611, -2.534)
H (-2.241, 2.700, 1.282)
H (-1.653, 1.288, 3.183)
H (4.045, 0.789, -2.492)
H (2.168, -0.921, 3.920)
H (2.129, 2.337, -2.421)
H (3.695, -0.017, 2.652)
H (3.579, 2.168, -0.465)
H (1.788, 1.129, -3.687)
H (-4.751, -0.026, -0.832)
H (0.261, 0.745, 4.688)
H (-0.270, 2.322, -3.023)
H (2.128, -3.245, 3.080)
H (-0.633, 2.731, 3.426)
H (0.599, -2.942, 2.238)
H (-7.036, -1.991, -3.872)
H (1.399, 1.356, 3.475)
H (3.850, -0.684, -1.539)

## Properties
M in u: 453.066
Energy relative to the best compared isomer or geometry (same formula, charge and spin) in kJ/mol: 8.8
HOMO-LUMO gap in eV: 7.5
E_HOMO in eV: -9.623
Charge: +1

Results of the Löwdin charge analysis, in e, for atoms 1 through 2:
1. Sr 1.534
2. O -0.237